The following is a quantum chemistry calculation of a structure of composition C29H23BrF4IN3O2PV in a non-equilibrium geometry, from OMol25.

Output
HOMO (spin up / spin down)	-12.98 / -13.24	eV
gap between HOMO and LUMO (spin up / spin down)	5.691 / 6.617	eV
energy relative to the best compared isomer or geometry (same formula, charge and spin)	19.5	kcal/mol
⟨S²⟩	2.035
charge	+2
2S+1	3
E_LUMO (spin up / spin down)	-7.293 / -6.620	eV

Last column: Mulliken charge in e.
Positions of all 65 atoms, in Å:
V1 0.13 -0.65 -0.43  0.3629
F1 -5.89 0.90 1.50  -0.2596
C1 -4.59 1.22 1.37  0.2190
C2 -3.97 2.15 2.11  0.4484
F2 -4.69 2.84 3.07  -0.2706
C3 -2.59 2.41 1.99  0.3706
F3 -2.06 3.36 2.73  -0.3273
C4 -1.88 1.71 1.03  0.6295
P1 -0.03 1.60 0.89  1.8624
C5 0.27 3.25 0.23  0.6008
C6 0.52 4.51 0.84  -0.3650
C7 0.55 5.70 0.07  -0.7693
C8 0.51 5.64 -1.33  -0.5597
C9 0.47 4.40 -1.94  -0.8409
C10 0.29 3.27 -1.14  -1.4707
C11 0.47 1.72 2.65  0.4517
C12 -0.27 1.09 3.64  -0.3407
C13 0.06 1.31 5.00  -1.0033
C14 1.30 1.84 5.32  -0.4827
C15 2.13 2.38 4.29  -0.8626
C16 1.59 2.44 3.02  -0.8251
C17 -2.60 0.87 0.11  -0.7570
Br1 -1.91 0.27 -1.63  -0.1314
C18 -3.92 0.58 0.32  0.5494
F4 -4.60 -0.27 -0.49  -0.3235
H1 0.90 4.56 1.87  0.4367
H2 0.69 6.61 0.62  0.4697
H3 0.57 6.54 -1.94  0.4280
H4 0.57 4.31 -3.02  0.4552
H5 0.11 2.36 -1.62  0.9637
H6 -1.17 0.50 3.42  0.5357
H7 -0.66 1.00 5.76  0.4508
H8 1.66 1.96 6.34  0.4362
H9 3.18 2.59 4.48  0.4391
H10 2.06 2.97 2.23  0.5558
C19 0.06 -2.26 -1.46  0.5531
C20 0.44 -3.19 -2.19  0.0257
C21 0.60 -4.25 -3.09  0.3459
C22 0.82 -5.55 -2.51  -0.5816
C23 0.60 -6.71 -3.26  -0.4632
C24 0.50 -6.61 -4.62  -0.3645
C25 0.32 -5.36 -5.22  -0.4505
C26 0.40 -4.20 -4.51  -0.4151
H11 0.87 -5.63 -1.43  0.3043
H12 0.68 -7.68 -2.69  0.3094
H13 0.49 -7.58 -5.21  0.3366
H14 0.17 -5.36 -6.31  0.3506
H15 0.28 -3.28 -5.02  0.4728
N1 2.88 1.69 -2.80  -0.4653
C27 2.33 0.49 -2.40  0.3064
N2 2.74 -0.65 -3.03  -0.2890
O1 1.47 0.43 -1.43  -0.3172
H16 2.86 1.91 -3.80  0.3360
H17 2.35 2.41 -2.34  0.2273
H18 3.63 -0.63 -3.55  0.2463
H19 2.25 -1.53 -3.01  0.1021
N3 -1.84 -2.99 2.47  -0.3459
C28 -0.81 -2.39 1.78  0.6111
O2 -1.10 -1.39 1.07  -0.4082
C29 0.55 -2.83 2.08  -1.2229
I1 2.20 -1.60 1.30  0.1218
H20 -2.80 -2.67 2.23  0.2734
H21 -1.62 -3.77 3.03  0.2152
H22 0.70 -3.70 1.37  0.4967
H23 0.77 -3.06 3.12  0.6121


The following is a quantum chemistry calculation of a structure of composition C29H23ClN3O4PV in a non-equilibrium geometry, from OMol25.

Output
HOMO (spin up / spin down)	-17.71 / -17.71	eV
gap between HOMO and LUMO (spin up / spin down)	4.292 / 4.197	eV
charge	+3
2S+1	1
E_LUMO (spin up / spin down)	-13.420 / -13.514	eV

Last column: Mulliken charge in e.
Positions of all 62 atoms, in Å:
V1 0.96 1.79 0.87  -0.5804
N1 0.95 1.77 2.92  -0.1947
C1 0.16 0.74 3.50  -0.1913
C2 0.06 0.67 4.90  -0.7695
C3 -0.73 -0.30 5.51  -0.6782
C4 -1.43 -1.21 4.73  -0.8371
C5 -1.34 -1.16 3.34  -0.1234
C6 -0.53 -0.20 2.70  -0.1962
P1 -0.40 -0.11 0.89  3.0177
C7 -2.16 -0.11 0.40  0.7404
C8 -2.90 1.07 0.63  -0.5717
C9 -4.24 1.16 0.27  -0.8639
C10 -4.88 0.09 -0.34  -0.4922
C11 -4.17 -1.09 -0.57  -0.7517
C12 -2.82 -1.19 -0.20  -0.1163
C13 0.28 -1.70 0.32  0.4135
C14 0.39 -1.91 -1.07  -0.3323
C15 0.94 -3.09 -1.58  -1.1096
C16 1.41 -4.07 -0.72  -0.4938
C17 1.34 -3.87 0.66  -0.9669
C18 0.79 -2.69 1.17  -0.8685
H1 1.88 1.71 3.29  0.4153
H2 0.64 2.65 3.29  0.4384
H3 0.60 1.39 5.52  0.5141
H4 -0.80 -0.34 6.59  0.4664
H5 -2.06 -1.96 5.20  0.4714
H6 -1.91 -1.88 2.75  0.5303
H7 -2.42 1.92 1.10  0.3788
H8 -4.79 2.08 0.46  0.4775
H9 -5.92 0.16 -0.63  0.4549
H10 -4.66 -1.93 -1.05  0.4740
H11 -2.31 -2.13 -0.39  0.4096
H12 0.05 -1.15 -1.77  0.9151
H13 1.01 -3.23 -2.66  0.5343
H14 1.84 -4.99 -1.11  0.5263
H15 1.72 -4.63 1.34  0.4903
H16 0.78 -2.56 2.25  0.4478
O1 -1.24 5.12 -3.04  -0.5283
C19 -0.79 3.99 -3.62  0.4922
O2 -1.00 3.84 -4.83  -0.5016
C20 -0.05 3.02 -2.82  -0.3110
C21 0.58 1.89 -3.34  0.6230
Cl1 0.54 1.31 -4.95  0.0176
N2 1.23 1.22 -2.32  0.5509
N3 0.95 1.81 -1.13  -0.5369
C22 0.19 2.88 -1.42  0.0511
C23 -0.34 3.76 -0.35  1.2480
O3 -0.92 4.83 -0.73  -0.6408
O4 -0.17 3.37 0.84  -0.5132
C24 2.09 0.07 -2.28  0.8290
C25 2.46 -0.46 -1.02  0.4699
C26 3.30 -1.57 -0.91  -1.1310
C27 3.79 -2.18 -2.06  -0.6598
C28 3.46 -1.67 -3.31  -1.0949
C29 2.62 -0.55 -3.42  -0.8298
H17 -1.12 5.15 -2.04  0.4276
H18 2.08 -0.01 -0.10  0.7420
H19 3.56 -1.95 0.07  0.5583
H20 4.45 -3.04 -1.98  0.5166
H21 3.86 -2.13 -4.21  0.4560
H22 2.45 -0.19 -4.43  0.4154
H23 2.71 1.79 0.87  0.3710